Entry 1:
The following is a quantum chemistry calculation of a structure of composition C3H6Cl6F12P2V in a non-equilibrium geometry, from OMol25.

```
! RIJCOSX wB97M-V def2-TZVPD def2/J DEFGRID3
* xyz 0 4
V -12.494 -34.006 9.954
P -10.966 -32.100 6.486
F -10.009 -32.686 5.299
F -10.061 -30.713 6.618
F -11.887 -31.430 5.336
F -12.019 -31.631 7.655
F -11.879 -33.412 6.462
F -10.145 -32.878 7.669
P -13.928 -34.936 13.775
F -12.453 -35.300 13.277
F -14.463 -35.579 12.351
F -13.968 -36.295 14.638
F -15.459 -34.671 14.305
F -13.285 -34.224 15.070
F -13.871 -33.505 12.987
C -18.343 -31.709 7.490
Cl -17.105 -32.795 8.159
Cl -17.681 -30.161 7.059
H -18.858 -32.200 6.663
H -19.065 -31.506 8.280
C -7.512 -29.868 12.881
Cl -5.922 -30.216 12.195
Cl -8.784 -30.910 12.201
H -7.569 -30.009 13.961
H -7.879 -28.877 12.614
C -7.914 -38.110 9.685
Cl -7.172 -36.714 10.503
Cl -9.544 -37.611 9.153
H -7.305 -38.481 8.860
H -8.058 -38.909 10.411
*
```

Strongest force on any atom (hartree/bohr): 0.0689
Gap between HOMO and LUMO (spin up / spin down) (eV): 3.696 / 5.027
Expectation value of S²: 3.7519
Electronic energy (a.u.): -5704.3140

***

Entry 2:
The following is a quantum chemistry calculation of a structure of composition C5H10FN in a non-equilibrium geometry, from OMol25.

```
! RIJCOSX wB97M-V def2-TZVPD def2/J DEFGRID3
* xyz 0 1
C -0.402 -2.569 0.409
C 0.262 -2.193 -0.679
C -1.117 1.478 -0.042
C 0.178 0.933 0.506
C 1.093 0.280 -0.606
N 2.471 0.300 -0.319
F 2.778 -0.671 0.671
H -0.911 -2.091 1.326
H -0.569 -3.637 0.496
H 3.353 0.349 -1.008
H -1.765 0.686 -0.413
H -1.831 2.076 0.727
H -0.860 2.249 -0.767
H -0.117 0.139 1.291
H 0.741 1.678 0.916
H 0.786 -0.987 -0.593
H 0.896 0.551 -1.636
*
```

Strongest force on any atom (hartree/bohr): 0.0748
Gap between HOMO and LUMO (eV): 8.163
Electronic energy (a.u.): -350.8359

***

Entry 3:
The following is a quantum chemistry calculation of a structure of composition C32H37As2F5N3OPtS in a non-equilibrium geometry, from OMol25.

```
! RIJCOSX wB97M-V def2-TZVPD def2/J DEFGRID3
* xyz 3 1
Pt -0.656 -0.200 0.458
C -0.736 2.472 4.343
C -0.578 2.273 2.871
O -0.918 1.187 2.314
N -0.056 3.245 2.152
C 0.146 3.054 0.730
C -1.149 2.913 -0.044
C -1.852 4.044 -0.427
C -3.040 3.923 -1.125
C -3.519 2.659 -1.422
C -2.780 1.570 -1.015
N -1.614 1.683 -0.341
H -0.027 1.821 4.861
H -1.741 2.179 4.649
H -0.556 3.501 4.644
H 0.212 4.114 2.588
H 0.732 2.156 0.580
H 0.703 3.901 0.337
H -1.457 5.023 -0.190
H -3.584 4.807 -1.435
H -4.444 2.520 -1.966
H -3.120 0.570 -1.233
C 0.011 -3.154 -1.805
As -1.318 -2.118 -0.880
C -2.611 -1.760 -2.264
C -2.253 -3.359 0.228
C -2.522 -4.631 -0.265
C -3.170 -5.550 0.552
C -3.562 -5.191 1.836
C -3.287 -3.916 2.321
C -2.643 -3.000 1.494
As -2.347 -1.206 2.107
C -2.245 -1.313 4.021
C -4.051 -0.376 1.768
H -0.496 -3.710 -2.591
H 0.492 -3.832 -1.107
H 0.761 -2.503 -2.249
H -2.839 -2.724 -2.718
H -2.199 -1.098 -3.025
H -3.524 -1.331 -1.859
H -2.217 -4.923 -1.262
H -3.354 -6.553 0.189
H -4.068 -5.905 2.473
H -3.583 -3.649 3.327
H -3.265 -1.359 4.398
H -1.753 -0.425 4.407
H -1.669 -2.188 4.305
H -4.795 -0.920 2.350
H -4.306 -0.431 0.712
H -4.028 0.665 2.088
F 0.231 -1.098 3.052
C 0.774 -0.948 1.829
F 1.768 -0.079 1.929
C 1.351 -2.344 1.464
F 2.299 -2.722 2.291
F 1.830 -2.334 0.218
F 0.350 -3.241 1.496
N 1.073 0.547 -0.959
S 2.597 0.003 -1.341
C 3.794 1.039 -0.520
C 3.532 1.753 0.634
C 4.568 2.456 1.239
C 5.848 2.409 0.711
C 6.092 1.697 -0.456
C 5.071 0.990 -1.070
C 2.817 0.445 -3.031
C 2.765 1.779 -3.427
C 2.940 2.066 -4.768
C 3.154 1.038 -5.686
C 3.214 -0.285 -5.268
C 3.045 -0.593 -3.924
H 0.484 0.451 -1.781
H 2.551 1.761 1.074
H 4.371 3.025 2.139
H 6.665 2.891 1.231
H 7.086 1.676 -0.884
H 5.276 0.420 -1.967
H 2.610 2.573 -2.707
H 2.924 3.095 -5.101
H 3.281 1.273 -6.735
H 3.405 -1.077 -5.979
H 3.105 -1.620 -3.581
*
```

Strongest force on any atom (hartree/bohr): 0.0526
Gap between HOMO and LUMO (eV): 5.979
Electronic energy (a.u.): -6968.5349

***

Entry 4:
The following is a quantum chemistry calculation of a structure of composition C3H4FGdO2 in a non-equilibrium geometry, from OMol25.

```
! RIJCOSX wB97M-V def2-TZVPD def2/J DEFGRID3
* xyz 2 8
O -0.942 -1.132 0.537
Gd -0.498 1.956 -0.890
C -0.145 -0.417 -0.313
C -0.131 -1.618 1.618
H 0.281 -2.605 1.371
H -0.767 -1.697 2.506
F 0.552 -1.330 -1.134
C 0.963 -0.555 1.751
O 0.846 0.191 0.525
H 1.967 -0.990 1.815
H 0.794 0.135 2.586
*
```

Strongest force on any atom (hartree/bohr): 0.1149
Gap between HOMO and LUMO (spin up / spin down) (eV): 6.477 / 8.243
Expectation value of S²: 16.4173
Electronic energy (a.u.): -1131.9238